The following is a quantum chemistry calculation of 13 unconnected molecules or ions with the total composition C68H151NO36 in a non-equilibrium geometry, from the OMol25 dataset.

Computed properties:
HOMO	-8.942	eV
LUMO level	0.44	eV
orbital gap	9.38	eV

Structure (XYZ):
```
256
Properties=species:S:1:pos:R:3:lowdin_charge:R:1
C 2.020 6.201 -4.369 -0.11
C 1.502 6.130 -2.945 -0.07
O 1.782 4.749 -2.586 0.05
C 2.615 4.214 -3.446 -0.57
O 3.009 3.034 -3.445 0.08
O 2.895 5.086 -4.430 0.08
H 2.573 7.123 -4.374 0.12
H 1.227 6.260 -5.109 0.12
H 0.445 6.274 -2.787 0.11
H 2.034 6.713 -2.192 0.13
C -1.191 -0.535 6.354 0.01
C -1.894 -1.649 5.401 -0.05
O -1.181 -2.873 5.853 0.04
C 0.004 -2.540 6.415 -0.65
O 0.815 -3.375 6.633 0.15
O 0.113 -1.231 6.635 -0.01
H -1.626 -0.521 7.381 0.13
H -0.955 0.476 5.914 0.11
H -1.783 -1.562 4.351 0.08
H -2.968 -1.755 5.619 0.13
C 3.075 -3.233 -1.166 -0.04
C 3.274 -2.585 -2.470 -0.27
N 3.332 -2.119 -3.518 0.15
H 2.824 -4.237 -1.400 0.07
H 2.277 -2.670 -0.645 0.07
H 4.042 -3.187 -0.661 0.07
C -1.170 8.174 -6.166 -0.07
O -0.966 7.202 -5.110 -0.21
C -1.974 6.251 -5.176 -0.22
C -1.744 5.216 -4.056 -0.27
O -0.705 4.446 -4.331 -0.12
C -1.072 3.083 -4.686 -0.09
C 0.102 2.424 -5.413 -0.20
O -0.192 1.075 -5.527 -0.20
C 0.881 0.251 -5.816 -0.13
H -0.970 7.577 -7.051 0.09
H -0.480 9.015 -6.002 0.09
H -2.163 8.674 -6.164 0.09
H -1.950 5.818 -6.171 0.12
H -3.009 6.709 -5.071 0.14
H -2.705 4.743 -4.007 0.10
H -1.581 5.764 -3.134 0.12
H -1.917 3.011 -5.410 0.13
H -1.308 2.580 -3.704 0.14
H 1.097 2.613 -4.925 0.13
H 0.151 2.839 -6.389 0.12
H 0.544 -0.839 -5.807 0.10
H 1.758 0.404 -5.129 0.10
H 1.205 0.374 -6.869 0.09
C -7.068 3.381 0.766 -0.10
O -6.001 3.004 -0.071 -0.21
C -5.883 3.924 -1.160 -0.17
C -4.907 3.419 -2.229 -0.13
O -3.625 3.899 -1.870 -0.15
C -3.088 3.251 -0.749 -0.20
C -1.638 3.743 -0.643 -0.21
O -1.015 3.188 0.507 -0.21
C 0.351 3.705 0.626 -0.06
H -7.936 3.545 0.182 0.07
H -6.859 4.245 1.344 0.08
H -7.260 2.530 1.449 0.10
H -5.642 4.864 -0.663 0.13
H -6.871 4.066 -1.524 0.10
H -5.133 3.897 -3.197 0.11
H -4.914 2.341 -2.414 0.13
H -2.991 2.187 -0.824 0.10
H -3.577 3.484 0.215 0.12
H -1.763 4.867 -0.622 0.14
H -1.097 3.584 -1.616 0.12
H 0.893 3.185 1.527 0.09
H 0.357 4.830 0.844 0.12
H 0.868 3.423 -0.245 0.05
C 0.126 -4.560 -2.725 -0.11
O -0.943 -5.431 -2.537 -0.21
C -0.507 -6.830 -2.514 -0.16
C -1.277 -7.647 -1.532 -0.22
O -2.669 -7.817 -1.679 -0.12
C -3.409 -6.600 -1.932 -0.16
C -4.848 -6.852 -1.759 -0.26
O -5.402 -7.609 -2.773 -0.14
C -6.735 -7.235 -2.913 -0.13
H 0.519 -4.603 -3.694 0.08
H 0.878 -4.625 -1.884 0.08
H -0.326 -3.569 -2.636 0.06
H 0.589 -7.024 -2.325 0.14
H -0.757 -7.166 -3.528 0.13
H -1.138 -7.298 -0.475 0.12
H -0.854 -8.661 -1.488 0.13
H -3.121 -6.092 -2.847 0.13
H -3.103 -5.969 -1.047 0.12
H -5.297 -5.864 -1.715 0.11
H -5.120 -7.222 -0.770 0.13
H -7.169 -7.821 -3.669 0.07
H -6.860 -6.141 -3.127 0.10
H -7.263 -7.416 -1.965 0.09
C 7.621 3.202 3.513 -0.09
O 7.545 2.825 2.130 -0.19
C 6.673 3.659 1.382 -0.21
C 6.709 3.314 -0.067 -0.22
O 5.860 2.247 -0.308 -0.15
C 6.091 1.541 -1.516 -0.18
C 4.954 0.551 -1.589 -0.16
O 5.135 -0.534 -0.639 -0.20
C 4.828 -0.281 0.694 -0.14
H 7.914 4.263 3.485 0.09
H 8.432 2.601 3.954 0.09
H 6.679 2.995 4.049 0.09
H 7.038 4.670 1.547 0.12
H 5.630 3.610 1.678 0.12
H 7.754 3.052 -0.342 0.14
H 6.431 4.178 -0.658 0.12
H 7.087 1.002 -1.529 0.15
H 6.066 2.231 -2.337 0.12
H 4.818 0.065 -2.554 0.11
H 3.984 1.128 -1.332 0.14
H 4.320 -1.176 1.092 0.07
H 4.067 0.500 0.752 0.08
H 5.612 0.018 1.368 0.08
C -6.154 -0.552 -5.882 -0.09
O -5.038 -0.144 -5.117 -0.19
C -3.781 0.013 -5.748 -0.20
C -3.893 0.941 -6.914 -0.18
O -4.424 2.158 -6.387 -0.14
C -4.379 3.235 -7.269 -0.20
C -5.363 4.269 -6.680 -0.23
O -6.648 3.758 -6.771 -0.18
C -7.551 4.434 -5.918 -0.10
H -6.892 -0.899 -5.174 0.09
H -5.869 -1.307 -6.595 0.08
H -6.506 0.314 -6.488 0.09
H -3.379 -0.957 -6.030 0.13
H -3.100 0.432 -5.031 0.10
H -4.535 0.498 -7.686 0.13
H -2.914 1.167 -7.264 0.12
H -4.692 3.001 -8.304 0.14
H -3.362 3.657 -7.380 0.12
H -5.366 5.141 -7.306 0.11
H -5.083 4.598 -5.621 0.13
H -8.535 3.914 -6.011 0.10
H -7.675 5.496 -6.114 0.08
H -7.243 4.302 -4.866 0.08
C -3.531 -0.028 2.439 -0.04
O -2.646 0.734 3.296 -0.20
C -2.792 2.127 3.180 -0.20
C -1.499 2.813 3.563 -0.20
O -1.228 2.494 4.901 -0.15
C -0.141 3.260 5.513 -0.13
C 1.171 2.602 5.142 -0.21
O 1.556 2.907 3.845 -0.21
C 2.856 2.490 3.430 -0.07
H -3.289 0.286 1.408 0.08
H -4.556 0.207 2.709 0.10
H -3.295 -1.083 2.593 0.07
H -3.628 2.487 3.791 0.13
H -2.978 2.454 2.129 0.11
H -1.701 3.889 3.482 0.14
H -0.672 2.497 2.935 0.09
H -0.254 3.190 6.557 0.11
H -0.144 4.324 5.277 0.13
H 0.936 1.555 5.239 0.11
H 1.968 2.912 5.774 0.12
H 2.809 1.419 3.250 0.06
H 3.577 2.699 4.243 0.09
H 3.160 3.019 2.480 0.10
C 0.590 -6.875 1.664 -0.13
O -0.124 -5.694 1.746 -0.17
C 0.602 -4.588 1.223 -0.15
C 1.934 -4.339 1.938 -0.16
O 2.898 -5.267 1.457 -0.15
C 3.918 -5.480 2.312 -0.24
C 5.080 -4.459 2.205 -0.18
O 5.550 -4.631 0.875 -0.20
C 6.501 -3.727 0.418 -0.13
H 1.329 -6.920 2.425 0.07
H 1.015 -6.927 0.667 0.09
H -0.021 -7.772 1.857 0.10
H -0.061 -3.714 1.243 0.11
H 0.910 -4.772 0.174 0.11
H 1.853 -4.573 3.000 0.13
H 2.269 -3.334 1.789 0.10
H 4.462 -6.407 1.984 0.15
H 3.569 -5.604 3.326 0.12
H 5.818 -4.678 3.010 0.13
H 4.780 -3.357 2.349 0.13
H 6.217 -2.664 0.619 0.08
H 6.636 -3.780 -0.651 0.08
H 7.513 -3.978 0.809 0.10
C 3.419 -0.810 6.309 -0.06
O 3.981 -0.014 5.223 -0.21
C 5.313 -0.331 4.910 -0.20
C 6.376 -0.463 5.991 -0.22
O 6.694 0.730 6.625 -0.13
C 7.942 0.710 7.239 -0.22
C 8.177 1.998 7.943 -0.24
O 8.330 2.979 6.979 -0.17
C 8.197 4.310 7.427 -0.10
H 3.871 -0.529 7.265 0.10
H 3.412 -1.853 6.114 0.08
H 2.352 -0.593 6.346 0.06
H 5.541 0.514 4.269 0.12
H 5.357 -1.323 4.363 0.14
H 7.291 -0.806 5.451 0.13
H 6.127 -1.233 6.763 0.13
H 8.785 0.445 6.545 0.14
H 7.912 -0.198 7.966 0.15
H 9.068 1.858 8.544 0.13
H 7.403 2.190 8.640 0.12
H 7.174 4.592 7.697 0.09
H 8.533 5.012 6.642 0.09
H 8.864 4.510 8.282 0.09
C -1.271 -1.071 -3.143 -0.08
O -1.235 0.000 -2.238 -0.19
C 0.046 0.287 -1.745 -0.18
C 0.782 -0.908 -1.136 -0.17
O 0.008 -1.779 -0.283 -0.13
C -0.632 -1.100 0.779 -0.17
C 0.359 -0.609 1.833 -0.17
O 0.781 -1.715 2.599 -0.19
C 1.540 -1.320 3.698 -0.09
H -2.071 -0.816 -3.848 0.08
H -1.406 -1.943 -2.479 0.07
H -0.263 -1.184 -3.673 0.10
H -0.147 1.096 -1.043 0.11
H 0.740 0.713 -2.489 0.13
H 1.600 -0.601 -0.531 0.10
H 1.135 -1.533 -1.917 0.07
H -1.380 -1.711 1.245 0.09
H -1.213 -0.223 0.369 0.13
H -0.168 0.149 2.468 0.13
H 1.250 -0.055 1.464 0.12
H 1.700 -2.227 4.314 0.11
H 0.959 -0.648 4.264 0.06
H 2.426 -0.833 3.304 0.08
C -4.847 -0.225 -0.802 -0.10
O -4.687 -1.418 -0.062 -0.17
C -3.659 -2.138 -0.638 -0.22
C -3.381 -3.513 0.011 -0.12
O -2.678 -3.279 1.254 -0.19
C -3.362 -3.801 2.442 -0.12
C -3.426 -5.311 2.536 -0.21
O -4.753 -5.727 2.263 -0.22
C -5.005 -7.009 2.827 -0.11
H -3.891 0.226 -1.044 0.06
H -5.535 0.447 -0.331 0.08
H -5.242 -0.480 -1.800 0.09
H -2.737 -1.566 -0.690 0.09
H -3.985 -2.360 -1.733 0.16
H -2.576 -3.889 -0.649 0.12
H -4.180 -4.158 0.211 0.10
H -4.359 -3.387 2.452 0.13
H -2.716 -3.499 3.267 0.11
H -3.125 -5.783 3.478 0.12
H -2.707 -5.810 1.865 0.12
H -5.059 -6.880 3.978 0.12
H -4.192 -7.695 2.574 0.08
H -5.960 -7.356 2.414 0.09
```